DFT (ωB97M-V with the def2-TZVPD basis set) results for a molecular structure, C24H48ClHgO22.

Results
Total charge: +1
Strongest force on any atom: 3.34 eV/Å
DFT total energy: -3211.6761 a.u.
E_LUMO: -3.93 eV

Each line ends with the Löwdin charge.
Atoms and positions in Å:
1 Hg 0.519 -0.232 -1.182  1.31
2 Cl -2.175 -1.889 -0.750  0.70
3 O -2.914 -0.946 -0.011  -0.29
4 O -2.734 -3.211 -0.539  -0.29
5 O -2.083 -1.550 -2.165  -0.35
6 O -0.751 -1.915 -0.272  -0.48
7 C 0.277 4.807 0.459  -0.06
8 C 1.456 3.947 0.722  -0.18
9 O 1.297 2.931 1.746  0.08
10 C 0.503 1.954 1.423  -0.66
11 O 0.136 1.675 0.299  0.04
12 O 0.261 1.277 2.491  0.04
13 C -0.733 0.218 2.431  0.04
14 H -0.222 5.085 1.418  0.12
15 H -0.433 4.481 -0.271  0.06
16 H 0.653 5.742 0.039  0.09
17 H 2.149 4.635 1.128  0.12
18 H 1.796 3.414 -0.203  0.12
19 H -1.630 0.720 2.044  0.11
20 H -0.855 -0.171 3.446  0.11
21 H -0.463 -0.499 1.653  0.06
22 C 2.557 4.386 -3.393  -0.02
23 C 1.749 3.098 -3.180  -0.20
24 O 0.360 3.325 -2.944  0.08
25 C -0.349 2.244 -2.665  -0.55
26 O -0.011 1.044 -2.896  -0.02
27 O -1.539 2.578 -2.257  0.02
28 C -2.667 1.676 -2.056  0.04
29 H 2.329 4.875 -4.296  0.07
30 H 3.558 4.026 -3.425  0.07
31 H 2.586 5.046 -2.492  0.09
32 H 2.064 2.568 -2.309  0.10
33 H 1.926 2.446 -4.013  0.13
34 H -3.536 2.306 -2.297  0.11
35 H -2.769 1.508 -1.033  0.07
36 H -2.531 0.806 -2.677  0.09
37 C 0.229 -5.030 -3.818  -0.06
38 C 0.696 -3.654 -3.808  -0.24
39 O 2.067 -3.501 -3.484  0.08
40 C 2.503 -2.343 -3.026  -0.56
41 O 1.733 -1.353 -2.901  -0.02
42 O 3.766 -2.402 -2.658  0.04
43 C 4.426 -1.120 -2.573  0.01
44 H 0.800 -5.753 -4.456  0.10
45 H -0.756 -5.037 -4.395  0.12
46 H 0.099 -5.508 -2.842  0.08
47 H 0.168 -3.034 -3.121  0.09
48 H 0.502 -3.157 -4.780  0.15
49 H 5.426 -1.247 -2.170  0.11
50 H 3.897 -0.462 -1.928  0.06
51 H 4.452 -0.765 -3.607  0.11
52 C 3.357 -4.183 5.631  -0.05
53 C 1.929 -3.583 5.412  -0.19
54 O 1.152 -4.496 4.629  0.02
55 C 0.028 -3.987 4.086  -0.56
56 O -0.322 -2.805 4.165  0.08
57 O -0.581 -4.988 3.447  0.00
58 C -1.840 -4.676 2.795  -0.01
59 H 3.422 -4.933 6.476  0.09
60 H 4.068 -3.387 5.679  0.05
61 H 3.684 -4.841 4.770  0.09
62 H 1.887 -2.658 4.847  0.10
63 H 1.405 -3.389 6.331  0.12
64 H -2.116 -5.565 2.228  0.10
65 H -1.640 -3.821 2.155  0.07
66 H -2.637 -4.346 3.477  0.11
67 C -7.375 1.958 0.162  -0.08
68 C -6.976 3.229 0.797  -0.21
69 O -6.546 4.180 -0.218  0.02
70 C -5.200 4.185 -0.419  -0.62
71 O -4.365 3.521 0.119  0.12
72 O -5.040 4.970 -1.457  0.01
73 C -3.693 5.330 -1.791  -0.01
74 H -6.549 1.542 -0.448  0.08
75 H -8.228 2.063 -0.506  0.08
76 H -7.572 1.166 0.909  0.09
77 H -6.168 3.118 1.475  0.11
78 H -7.897 3.735 1.115  0.13
79 H -3.146 4.405 -1.803  0.05
80 H -3.291 6.004 -1.002  0.12
81 H -3.745 5.770 -2.789  0.11
82 C 4.903 0.070 1.595  -0.03
83 C 3.518 -0.112 2.260  -0.20
84 O 3.045 -1.438 2.301  0.09
85 C 2.473 -1.806 1.195  -0.55
86 O 2.186 -1.007 0.285  -0.02
87 O 2.429 -3.117 1.077  0.05
88 C 1.576 -3.706 0.042  0.02
89 H 4.839 -0.088 0.504  0.06
90 H 5.574 -0.743 1.940  0.10
91 H 5.273 1.085 1.781  0.09
92 H 2.837 0.492 1.702  0.08
93 H 3.404 0.245 3.327  0.16
94 H 1.444 -2.965 -0.750  0.04
95 H 0.521 -3.889 0.386  0.11
96 H 2.183 -4.573 -0.329  0.13